1.
A single C5H6O2 molecule, computed with the ωB97M-V functional and the def2-TZVPD basis.

```
13
Properties=species:S:1:pos:R:3:lowdin_charge:R:1
O 1.2389 -0.5216 -2.5425 0.11
C 0.7833 -0.3204 -1.4520 -0.37
C 0.0081 -1.1858 -0.4480 0.01
C -0.2908 0.1147 0.3019 -0.44
C -0.8448 0.3409 1.6292 -0.07
O -1.6202 0.5619 0.4530 -0.01
C 0.6954 0.9203 -0.5492 0.01
H 0.6760 -1.8679 0.0914 0.13
H -0.8549 -1.7375 -0.8301 0.13
H -1.1595 -0.5116 2.2316 0.12
H -0.5782 1.2369 2.1895 0.12
H 0.2943 1.8266 -1.0111 0.13
H 1.6524 1.1433 -0.0635 0.13
```

Values from the calculation:
**Total charge**: 0
**M**: 98.1 g/mol
**Structure (SMILES)**: O=C1CC2(CO2)C1
**Frontier orbital gap**: 0.3883 hartree
**ΔE to the lowest compared entry with this formula, charge and spin**: 2.0246 eV
**HOMO energy**: -9.8 eV
**Multiplicity**: 1
**Energy**: -344.5275 Ha

***

2.
A molecular structure, C35H71AlN4O4PSi at a distorted geometry, computed with the ωB97M-V functional and the def2-TZVPD basis.

```
117
Properties=species:S:1:pos:R:3:lowdin_charge:R:1
C 3.0097 -2.4028 4.7682 -0.07
C 2.9383 -1.8987 3.6553 -0.18
Al 3.1485 -1.4582 1.6587 0.11
C 1.8666 0.0694 1.2796 -0.28
C 1.7635 1.1144 2.4411 -0.25
C 0.4439 1.9714 2.2064 -0.21
C 0.7656 3.5014 2.1272 -0.20
C 1.3301 3.8169 0.6767 -0.19
C 0.2549 4.5910 -0.1539 -0.20
C -0.4487 3.6201 -1.1571 -0.20
C -1.6935 2.8983 -0.5550 -0.19
C -3.0882 3.4228 -1.0516 -0.18
C -3.9591 2.2883 -1.6846 -0.20
C -5.2778 2.0211 -0.8834 -0.16
C -4.9775 0.8625 0.1297 -0.13
N -5.5267 -0.4161 -0.3071 -0.14
C -4.9094 -1.3294 -1.1105 -0.14
C -5.7953 -2.3985 -1.3156 -0.10
C -7.0109 -2.1104 -0.5562 -0.08
C -6.7695 -0.8430 0.0334 -0.11
C 5.1129 -0.9864 1.3470 -0.22
C 5.3380 0.4192 0.6897 -0.34
O 5.8021 0.2606 -0.6656 -0.24
Si 4.9208 1.1393 -1.8087 0.46
C 5.9851 1.2498 -3.3895 -0.17
C 3.2632 0.2768 -2.1952 -0.15
C 4.5219 2.9279 -1.3036 -0.17
P 2.4158 -3.3265 0.4281 0.76
C 2.7409 -4.8708 1.4721 -0.40
C 3.4490 -3.5928 -1.1286 -0.50
C 2.5794 -3.2457 -2.3950 -0.21
H 3.3263 -2.8337 5.7054 -0.01
H 2.0470 0.6039 0.3274 0.02
H 0.8580 -0.3929 1.1851 0.05
H 2.6144 1.8172 2.4152 0.09
H 1.6317 0.6127 3.4107 0.08
H 0.0338 1.6749 1.2314 0.07
H -0.2737 1.7774 3.0243 0.10
H -0.1511 4.0883 2.3107 0.09
H 1.5195 3.8195 2.8655 0.10
H 1.6005 2.8770 0.1761 0.08
H 2.2552 4.4087 0.8005 0.10
H -0.4575 5.1472 0.4764 0.10
H 0.7715 5.3459 -0.7810 0.10
H 0.2502 2.8274 -1.4824 0.10
H -0.6916 4.1988 -2.0677 0.10
H -1.6437 1.8319 -0.8417 0.10
H -1.6273 2.9423 0.5423 0.10
H -2.9112 4.2433 -1.7674 0.10
H -3.6326 3.8116 -0.1717 0.10
H -3.3939 1.3465 -1.7838 0.09
H -4.2394 2.5851 -2.7145 0.10
H -6.1056 1.7582 -1.5666 0.11
H -5.6219 2.9287 -0.3551 0.10
H -5.3831 1.1552 1.1094 0.11
H -3.8910 0.7149 0.2166 0.11
H -3.9211 -1.2644 -1.5585 0.12
H -5.6516 -3.3012 -1.9064 0.08
H -7.8985 -2.7302 -0.4730 0.08
H -7.4862 -0.3177 0.6798 0.09
H 5.5799 -0.9335 2.3549 0.04
H 5.6681 -1.7697 0.7972 0.04
H 4.4567 1.0788 0.7871 0.07
H 6.1677 0.8943 1.2567 0.11
H 7.0588 1.1337 -3.1786 0.03
H 5.6315 0.5766 -4.1815 0.01
H 5.8563 2.2775 -3.7917 0.03
H 3.1933 -0.5942 -1.5223 0.01
H 3.2232 -0.0051 -3.2601 0.03
H 2.4148 0.9569 -2.0007 0.02
H 4.2853 3.0614 -0.2388 0.02
H 5.3612 3.5694 -1.6318 0.03
H 3.6473 3.2447 -1.9054 0.03
H 2.3539 -5.7218 0.8782 0.00
H 2.1647 -4.8001 2.4047 0.00
H 3.8120 -5.0548 1.6612 0.02
H 4.3916 -3.0218 -1.1017 0.04
H 3.6626 -4.6761 -1.1736 0.05
H 3.2200 -2.7350 -3.1355 0.04
H 1.8028 -2.5237 -2.0862 0.03
H 2.0787 -4.1334 -2.8099 0.05
C -8.8759 -0.1870 3.6661 -0.34
O -8.6571 -0.2509 2.4734 0.01
N -8.4015 0.7736 4.4853 -0.20
C -8.6994 0.7940 5.9024 -0.06
C -7.5622 1.8198 3.9232 -0.03
H -9.4972 -0.9348 4.1869 0.13
H -9.2160 1.7235 6.1529 0.09
H -7.7689 0.7354 6.4710 0.09
H -9.3340 -0.0483 6.1728 0.08
H -8.1163 2.3547 3.1496 0.09
H -6.6767 1.3721 3.4684 0.09
H -7.2588 2.5155 4.7021 0.09
C 7.1726 -0.9204 -6.4037 -0.35
O 7.5680 -0.2934 -5.4447 0.01
N 6.8572 -2.2351 -6.3885 -0.20
C 6.3872 -2.9289 -7.5691 -0.07
C 6.9955 -2.9713 -5.1419 -0.03
H 7.0322 -0.4514 -7.3932 0.13
H 5.3918 -3.3376 -7.3801 0.09
H 7.0715 -3.7465 -7.8088 0.09
H 6.3358 -2.2491 -8.4181 0.08
H 6.3627 -2.5183 -4.3775 0.09
H 8.0317 -2.9236 -4.8036 0.09
H 6.7058 -4.0098 -5.2861 0.08
C -2.8567 -0.5606 3.5052 -0.35
O -3.6536 0.3000 3.1682 -0.01
N -2.6572 -1.7254 2.8616 -0.18
C -1.6912 -2.7055 3.3222 -0.05
C -3.4358 -2.0061 1.6652 -0.03
H -2.2177 -0.4448 4.3961 0.13
H -0.9455 -2.8758 2.5432 0.09
H -2.2041 -3.6451 3.5421 0.09
H -1.1881 -2.3559 4.2220 0.08
H -3.2440 -1.2333 0.9247 0.07
H -4.4991 -1.9924 1.9126 0.10
H -3.1682 -2.9773 1.2566 0.09
```

Values from the calculation:
**Total charge**: -1
**M**: 698.0 g/mol
**Frontier orbital gap**: 0.2162 hartree
**HOMO energy**: -3.8 eV
**Multiplicity**: 1
**Energy**: -2769.4827 Ha

***

3.
A molecular structure, C27H20F10InN5O4S2 at a distorted geometry, computed with the ωB97M-V functional and the def2-TZVPD basis.

```
69
Properties=species:S:1:pos:R:3:lowdin_charge:R:1
In -0.6334 -0.1673 1.7568 0.94
C -3.7580 -0.6567 0.2054 -0.09
N -2.7011 0.3357 0.1566 -0.25
C -2.2578 0.4942 -1.2190 -0.17
C -1.0612 -0.4267 -1.4398 -0.22
N 0.0501 0.0150 -0.6458 0.01
C 1.1047 0.5895 -1.1711 -0.21
C 1.3637 0.9498 -2.5357 -0.13
F 0.3920 0.8707 -3.4966 0.04
C 2.5769 1.4342 -2.9812 -0.16
F 2.7138 1.7308 -4.2993 0.07
C 3.6474 1.6365 -2.1223 -0.16
F 4.8501 2.0696 -2.5853 0.06
C 3.4380 1.3659 -0.7697 -0.15
F 4.4473 1.5580 0.1061 0.09
C 2.2275 0.8864 -0.3330 -0.14
F 2.1003 0.6620 0.9931 0.06
C -3.1499 1.5609 0.7815 -0.21
C -2.0608 2.6179 0.8661 -0.23
N -0.8989 2.1613 1.5819 -0.01
C 0.0753 3.0322 1.7683 -0.20
C 0.1789 4.3503 1.2268 -0.12
F -0.7556 4.8609 0.3667 0.04
C 1.2180 5.2164 1.5087 -0.16
F 1.2286 6.4400 0.9270 0.08
C 2.2408 4.8661 2.3710 -0.16
F 3.2474 5.7337 2.6511 0.07
C 2.1819 3.5963 2.9452 -0.15
F 3.1359 3.2405 3.8266 0.10
C 1.1531 2.7331 2.6506 -0.16
F 1.1528 1.5384 3.2625 0.08
H -4.6545 -0.2965 -0.3328 0.09
H -4.0207 -0.8768 1.2369 0.07
H -3.4033 -1.5794 -0.2477 0.08
H -1.9408 1.5194 -1.4148 0.11
H -3.0724 0.2449 -1.9203 0.12
H -0.8436 -0.5134 -2.5058 0.11
H -1.3383 -1.4178 -1.0749 0.08
H -3.4537 1.2952 1.7947 0.10
H -4.0157 1.9911 0.2417 0.13
H -2.4907 3.4863 1.3872 0.13
H -1.7996 2.9489 -0.1465 0.10
C 0.3683 -3.2626 -4.9076 -0.06
C 0.4086 -3.3587 -3.4103 -0.29
C -0.6028 -4.0237 -2.7247 -0.05
C -0.6619 -3.9825 -1.3440 -0.07
C 0.2718 -3.2503 -0.6342 -0.26
C 1.3227 -2.6478 -1.2967 -0.06
C 1.3954 -2.7075 -2.6797 -0.04
S -0.0932 -2.9420 1.1109 0.59
O 0.0873 -4.2102 1.7772 -0.29
O -1.4677 -2.4600 1.0290 -0.34
N 0.9282 -1.7983 1.5239 -0.26
C 1.7166 -2.0455 2.6819 -0.20
C 1.0147 -1.5729 4.0026 -0.67
O 1.4670 -2.0032 5.0549 0.00
O 0.0342 -0.8014 3.8648 -0.08
H -0.1986 -4.0839 -5.3419 0.07
H 1.3678 -3.2438 -5.3360 0.07
H -0.1286 -2.3326 -5.1870 0.08
H -1.3654 -4.5525 -3.2791 0.10
H -1.4474 -4.4844 -0.8024 0.12
H 2.0549 -2.1007 -0.7225 0.11
H 2.1974 -2.1931 -3.1929 0.11
H 2.6677 -1.5128 2.5918 0.11
H 1.8986 -3.1157 2.8124 0.10
S -4.1151 -2.0025 4.4110 0.50
C -3.0814 -1.1019 3.6135 -0.98
N -2.4541 -0.3072 3.0143 0.01
```

Values from the calculation:
**Total charge**: -2
**M**: 847.4 g/mol
**Frontier orbital gap**: 0.2370 hartree
**ΔE to the lowest compared entry with this formula, charge and spin**: 1.2158 eV
**HOMO energy**: -2.3 eV
**Multiplicity**: 1
**Energy**: -3600.8611 Ha

***

4.
A molecular structure, C14H11AuFeI2N3O11S at a distorted geometry, computed with the ωB97M-V functional and the def2-TZVPD basis.

```
44
Properties=species:S:1:pos:R:3:mulliken_spin:R:1
I 3.6296 -1.3139 -1.2122 0.19
I 3.7560 1.4644 -1.4227 0.79
Au -0.1924 1.8119 -1.3080 0.37
Fe 0.1611 -1.5615 -1.0204 3.88
S 0.8595 0.0454 -2.3718 0.09
C -1.0695 -2.5546 -1.9504 -0.03
C -0.1128 -2.4515 0.8719 -0.02
C -0.0127 0.0190 -4.0059 0.03
C 0.4903 1.2910 -4.6752 0.01
C -1.5223 0.0251 -3.8374 -0.01
C 0.4571 -1.2282 -4.7378 0.01
C -0.8489 2.5258 0.4950 0.31
C -1.1995 3.3332 -2.0290 0.18
O -0.6891 -3.1195 1.6184 0.02
O -1.6281 -3.4450 -2.4763 0.04
O -0.7719 3.4947 1.1420 -0.02
O -1.9455 4.0026 -2.5941 -0.01
H 0.1414 1.3274 -5.7122 0.00
H 1.5853 1.3097 -4.6727 0.00
H 0.1233 2.1738 -4.1459 0.00
H -1.9815 0.0341 -4.8353 0.00
H -1.8474 0.9081 -3.2825 0.00
H -1.8671 -0.8643 -3.2984 0.00
H 0.0863 -1.2012 -5.7691 0.00
H 0.0786 -2.1402 -4.2642 0.00
H 1.5502 -1.2706 -4.7565 0.00
O -0.7984 0.6203 7.2817 0.32
N 0.1548 0.0263 6.7380 -0.02
O 1.0852 -0.5129 7.3758 -0.21
C 0.1630 -0.0601 5.2993 0.25
C -0.7609 0.6886 4.5549 0.02
C -0.7295 0.6793 3.1595 0.07
C 0.3627 0.0074 2.4361 0.07
O 0.7633 0.3677 1.3153 0.20
C 1.0352 -1.0264 3.2359 0.13
C 1.0623 -0.9055 4.6240 0.00
N 1.8425 -2.0501 2.6252 -0.04
O 2.7165 -2.6094 3.3156 0.12
O 1.7648 -2.3172 1.3820 0.00
N -1.7440 1.3761 2.4639 -0.05
O -2.6087 2.0065 3.0773 0.24
O -1.8251 1.2437 1.1468 0.05
H -1.5203 1.3056 5.0408 0.01
H 1.8066 -1.4556 5.1782 0.00
```

Values from the calculation:
**Total charge**: +4
**M**: 935.9 g/mol
**Frontier orbital gap (alpha / beta)**: 0.2274 / 0.1651 hartree
**<S²>**: 15.953
**HOMO energy (alpha / beta)**: -21.6 / -21.5 eV
**Multiplicity**: 8
**Energy**: -3922.7278 Ha

***

5.
A single C2H6O4S molecule at a distorted geometry, computed with the ωB97M-V functional and the def2-TZVPD basis.

```
13
Properties=species:S:1:pos:R:3:lowdin_charge:R:1
C 1.7226 -0.2979 0.5429 -0.15
S 0.0369 -0.9390 0.0749 0.69
O -0.7580 -1.0225 1.2511 -0.36
O 0.2897 -2.1608 -0.6860 -0.35
C -0.9770 0.5490 -0.8490 -0.48
O -0.4608 1.7677 -0.5671 0.03
O -2.2102 0.4224 -0.3543 0.03
H 2.4781 -1.2220 0.7242 0.12
H 2.0029 0.2569 -0.4050 0.06
H 1.7511 0.3659 1.4196 0.05
H -0.7691 0.2237 -1.7938 0.11
H -0.8089 2.2302 0.2259 0.14
H -2.2974 -0.1737 0.4165 0.10
```

Values from the calculation:
**Total charge**: 0
**M**: 126.1 g/mol
**Structure (SMILES)**: CS(=O)(=O)C(O)O
**Frontier orbital gap**: 0.3798 hartree
**ΔE to the lowest compared entry with this formula, charge and spin**: 0.9015 eV
**HOMO energy**: -9.8 eV
**Multiplicity**: 1
**Energy**: -778.8895 Ha

***

Q: Look up the multiplicity of the first one.
A: 1